{
  "formula": "C5H38N2O14",
  "method": "wB97M-V/def2-TZVPD",
  "elements": ["O", "O", "O", "O", "O", "O", "O", "O", "O", "O", "O", "O", "O", "O", "N", "N", "C", "C", "C", "C", "C", "H", "H", "H", "H", "H", "H", "H", "H", "H", "H", "H", "H", "H", "H", "H", "H", "H", "H", "H", "H", "H", "H", "H", "H", "H", "H", "H", "H", "H", "H", "H", "H", "H", "H", "H", "H", "H", "H"],
  "xyz": [[1.18726, 1.32886, -0.73851], [1.30822, -3.60617, 3.19255], [0.21898, 1.97011, -4.29456], [-0.76167, -2.77781, -1.86429], [-3.24130, 1.45536, 0.81940], [-2.77927, 1.16291, -3.27813], [1.75843, -2.06979, -0.87296], [-1.31223, 0.66482, -1.06654], [3.34736, -0.12847, 2.34372], [1.00234, -1.69021, 1.49281], [0.17540, -3.99358, 0.31897], [-1.06318, -0.79733, -3.96632], [-0.64304, 3.20698, -1.79084], [1.37810, -1.91542, -3.47950], [1.66363, 1.96113, 1.40061], [-0.83402, 0.31651, 2.51881], [0.28526, 2.29038, 1.55689], [-1.41771, 2.62127, 3.43921], [-0.36454, 1.68094, 2.85058], [1.98309, 1.40822, 0.21457], [-1.24554, -0.64242, 3.57922], [-0.62850, 0.02223, -0.84179], [1.51206, -2.53695, -4.19663], [-1.87510, -0.60612, -4.45069], [2.52943, -0.62425, 2.25153], [1.14983, 1.78203, -4.11351], [0.26310, 3.22293, -1.39378], [-1.37210, 2.92829, 4.55447], [1.99847, -2.98644, 3.43351], [-0.97322, -2.56840, -0.95562], [-0.36294, 2.06695, 0.71891], [2.99590, 0.99909, -0.01565], [-0.29155, -1.19155, 3.73716], [-1.17543, -1.62868, -3.42111], [-3.77955, 0.83874, 0.32935], [-0.47390, 3.21002, -2.74702], [-1.79012, -0.38164, 4.43154], [-3.58269, 0.94726, -2.80985], [0.51444, -0.85087, 1.53257], [-2.40583, 2.33445, 3.12861], [0.37552, 1.63014, 3.59641], [-1.59166, 0.31482, 1.79740], [-0.67586, 1.44365, -1.08943], [0.50818, -3.08960, 3.14328], [1.46862, -1.41868, -1.52163], [0.05939, -3.27293, 0.97340], [-0.30150, 1.30392, -3.80456], [0.69190, -4.55230, 0.90818], [-1.99332, 0.96016, -2.75877], [-2.48675, 1.69812, 0.27462], [0.52216, -1.46420, -3.54249], [1.14489, -1.99017, 0.51608], [-1.61030, -1.50965, 3.06669], [2.32980, 1.88605, 2.16745], [1.33413, -2.82314, -1.31331], [3.64831, -0.08182, 3.24886], [0.16207, 3.36242, 1.84302], [-1.31077, 3.65090, 3.07594], [-0.40491, -3.65991, -1.94403]],
  "atomic_forces_ev_per_a": [[0.7, 0.1, 0.7], [0.2, -1.2, 0.6], [-0.2, 0.0, 0.3], [-0.7, 0.9, -1.2], [-0.1, 0.4, 1.0], [-0.3, 0.6, -1.4], [-0.2, -0.3, -0.5], [1.3, 0.5, 0.3], [0.7, 0.7, -0.4], [-0.2, 0.0, -0.5], [-0.2, -0.1, 1.1], [0.3, -1.3, 0.6], [1.1, 0.4, 0.6], [0.5, 0.1, 0.4], [0.4, -0.9, -1.6], [-1.2, -0.1, -0.5], [-1.6, 1.9, 3.4], [-0.2, 1.8, 1.2], [-1.0, -0.6, -1.0], [0.5, -0.5, -1.4], [3.6, -1.1, -2.6], [-0.3, -0.5, 0.0], [-0.4, 0.3, -0.2], [0.0, 0.0, 0.3], [-0.4, -0.6, 0.2], [-0.3, -0.2, 0.1], [-1.0, 0.0, -0.6], [0.0, -1.6, -1.4], [0.0, 0.1, -0.2], [0.0, -0.6, 0.2], [0.5, 0.0, -0.2], [-0.4, 0.5, 1.1], [-0.1, 0.8, 1.6], [-0.6, 1.2, -0.6], [0.1, -0.1, -0.4], [0.0, -0.1, 0.0], [-0.8, 0.7, 1.2], [0.2, -0.1, 0.5], [-0.4, 0.1, -0.1], [-0.6, -0.2, 0.2], [1.4, -0.6, 0.9], [0.8, 0.7, 0.9], [-1.2, -0.4, -0.5], [-0.1, 0.4, -0.1], [0.5, 0.6, 0.0], [-0.1, 0.1, -0.5], [0.6, 0.1, -0.5], [0.3, -0.6, -0.2], [-0.6, -0.3, 0.8], [-0.2, -0.3, -0.5], [0.4, -0.3, -0.9], [0.5, 1.2, 1.1], [-1.6, -0.1, -0.5], [-0.5, -0.1, -0.3], [0.4, -0.1, 0.4], [-0.2, -0.4, 0.3], [0.5, -0.4, -1.1], [0.1, -0.2, -0.6], [-0.1, -0.3, 0.6]],
  "gap_ev": 9.538,
  "homo_energy_ev": -9.35
}



{
  "formula": "C5H38NO12",
  "method": "wB97M-V/def2-TZVPD",
  "elements": ["O", "O", "O", "O", "O", "O", "O", "O", "O", "O", "O", "O", "N", "C", "C", "C", "C", "C", "H", "H", "H", "H", "H", "H", "H", "H", "H", "H", "H", "H", "H", "H", "H", "H", "H", "H", "H", "H", "H", "H", "H", "H", "H", "H", "H", "H", "H", "H", "H", "H", "H", "H", "H", "H", "H", "H"],
  "xyz": [[-2.58980, 0.58576, -4.25800], [3.53816, -0.79458, 0.85833], [3.09197, 1.86011, -2.88573], [-1.98503, -3.71096, -1.78189], [0.48308, 1.27252, -1.74750], [-1.30845, 3.64497, 0.58625], [-0.70015, -1.03558, -2.66716], [0.84593, -3.28153, -2.71886], [2.54283, 2.54577, 0.07929], [2.27323, -1.26806, -1.37208], [2.95317, 0.94492, 4.12060], [1.53253, -2.23774, 3.66006], [0.87124, 0.00244, 0.90974], [-1.51786, 0.38708, 1.46624], [-1.26609, 0.82275, 2.91999], [-0.45491, -0.63056, 1.04291], [-2.90622, -0.24100, 1.28986], [-3.85453, 0.36761, 0.25876], [-0.20580, 0.75691, -2.21840], [-1.39582, 1.27589, 0.84629], [2.52510, 3.47993, 0.30673], [-1.34147, 4.56958, 0.32296], [-3.26692, 0.21796, -3.68320], [-4.73201, 0.76653, 0.77300], [-2.87882, -4.03676, -1.94521], [1.36140, -2.86271, 4.36991], [-0.38738, -1.40622, -3.49448], [2.78994, 1.60581, 4.80769], [0.72359, 1.91466, -2.42387], [0.00294, -3.70172, -2.48405], [3.83428, 0.05299, 1.21016], [3.73319, -0.80179, -0.08292], [-2.57482, 1.52980, -4.07504], [2.67396, 2.72570, -2.89400], [1.45729, -4.00937, -2.52889], [2.22742, -0.57797, -2.04301], [1.06062, 0.92462, 0.50107], [1.38315, -0.02298, 1.79377], [-3.34170, -0.40021, 2.28375], [-0.80738, -1.17954, 0.19535], [-0.95279, -0.03859, 3.51736], [1.85699, -2.08005, -1.70580], [-0.43433, 1.52488, 3.01447], [-1.85489, 3.22690, -0.08738], [1.53420, -0.51448, 0.30650], [-2.16388, 1.29130, 3.31186], [2.11425, -1.56871, 4.01635], [-0.26164, -1.36522, 1.81705], [2.13054, 2.46308, -0.78339], [-4.23824, -0.39338, -0.42006], [-1.83411, -4.04188, -0.88510], [-3.48850, 1.19673, -0.34520], [3.82642, 1.23465, 3.82898], [3.65883, 1.83739, -3.66437], [-2.82204, -1.32374, 1.09797], [-1.46069, -1.50390, -2.31766]],
  "atomic_forces_ev_per_a": [[0.1, 0.1, -0.1], [0.1, 0.3, 0.8], [-0.1, -0.1, 0.0], [-0.2, -0.2, 0.5], [-0.6, 0.3, -0.4], [-0.1, 0.1, -0.3], [0.2, 0.9, 0.6], [0.3, -1.1, 0.4], [0.0, -0.2, 0.3], [0.3, 0.0, 0.3], [0.3, 0.5, 0.1], [-0.4, -0.1, -0.4], [2.0, -0.2, -0.5], [0.4, -0.3, 0.5], [0.4, -0.1, -0.2], [-0.3, 0.8, 0.8], [0.2, -1.2, 0.5], [-0.9, 0.0, 0.5], [0.3, -0.4, 0.4], [-0.2, -0.1, -0.2], [-0.1, 0.0, 0.0], [0.1, 0.2, 0.2], [0.0, 0.1, 0.0], [0.0, 0.0, -0.1], [0.0, 0.1, -0.4], [0.1, 0.1, 0.1], [-0.4, -0.4, 0.0], [-0.4, -0.3, 0.0], [0.1, 0.0, 0.0], [-0.2, 0.5, -0.1], [0.2, -0.1, -0.2], [0.0, 0.0, -0.2], [-0.1, 0.0, 0.0], [0.3, 0.2, -0.2], [0.2, 0.2, -0.4], [-0.3, -0.1, -0.2], [-1.2, 0.5, 0.1], [-0.3, 0.1, 0.2], [-0.4, 1.0, -0.1], [0.5, 0.0, -1.1], [-0.5, 0.0, 0.2], [-0.3, 0.5, -0.4], [-0.1, 0.2, -0.2], [0.0, -0.2, 0.0], [-0.2, -0.8, -0.2], [0.1, 0.0, 0.3], [0.3, 0.3, 0.3], [-0.4, -0.2, 0.3], [0.0, -0.1, -0.1], [0.1, 0.0, -0.1], [0.2, 0.2, -0.1], [0.5, -0.1, 0.1], [0.1, -0.3, -0.2], [0.0, 0.1, 0.0], [0.5, 0.2, -0.6], [0.0, -0.5, -0.5]],
  "gap_ev": 11.092,
  "homo_energy_ev": -13.46,
  "charge": 1
}



{
  "formula": "C5H38NO15",
  "method": "wB97M-V/def2-TZVPD",
  "elements": ["O", "O", "O", "O", "O", "O", "O", "O", "O", "O", "O", "O", "O", "O", "O", "N", "C", "C", "C", "C", "C", "H", "H", "H", "H", "H", "H", "H", "H", "H", "H", "H", "H", "H", "H", "H", "H", "H", "H", "H", "H", "H", "H", "H", "H", "H", "H", "H", "H", "H", "H", "H", "H", "H", "H", "H", "H", "H", "H"],
  "xyz": [[-2.69570, -3.36680, 0.30922], [-3.06120, 1.47485, -1.67594], [2.75378, 2.08834, -2.44266], [-3.42016, -0.09892, 0.63711], [-1.95903, 3.69383, -0.36187], [1.05914, 3.54331, -0.94443], [0.50813, -2.93627, 0.71664], [0.31210, -2.43456, -1.78928], [3.03799, -2.09279, 3.66448], [-1.52326, 0.10541, -3.46333], [1.12431, -0.18715, -2.60857], [3.12055, -0.20731, 1.65476], [0.86636, -3.65826, 3.43310], [4.40866, 0.84857, -0.37412], [-2.67631, -1.56031, -1.84585], [-0.71837, -0.59871, -0.10481], [-1.07697, 0.67663, 0.60564], [0.80536, 3.11822, 0.25175], [1.15714, 1.67438, 0.61249], [0.09460, 1.09431, 1.49785], [-2.38393, 0.54609, 1.35188], [2.77946, -1.64980, 2.83366], [-1.48428, -1.18961, -0.47261], [0.21883, -3.35623, -1.53170], [-0.40665, -1.24501, 0.63942], [-0.64551, -0.06826, -3.08409], [1.78349, -3.31570, 3.47173], [0.04679, -0.58178, -0.78818], [-4.02121, 1.59068, -1.71851], [-0.57380, -2.24822, -2.12266], [2.11984, 2.68276, -1.93744], [1.61037, -0.99142, -2.80619], [3.45773, -0.11972, 0.74687], [1.20380, 1.18854, -0.37569], [-0.39213, 1.79057, 2.18419], [-2.27606, -1.14356, -2.65910], [-2.47898, 4.07154, 0.35295], [-1.47905, 4.43908, -0.71318], [3.85172, -0.16581, 2.27247], [-2.72095, 1.54087, 1.66050], [-0.16628, -3.30030, 1.30668], [-1.17828, 1.37707, -0.20846], [1.68543, 0.60403, -2.71324], [-2.19337, -0.01870, 2.27392], [-2.77361, -4.02034, 1.01448], [-3.28234, -2.65762, 0.60616], [3.04688, -1.38953, 4.30540], [0.30557, -3.09985, 3.97513], [-1.92034, 0.95214, -3.21322], [3.85467, 1.35233, -0.99839], [2.17112, 1.63725, 0.98177], [0.42347, 0.19239, 2.03105], [3.17912, 2.70065, -3.04601], [-3.26073, 0.13324, -0.29494], [-0.02412, 3.54281, 0.81914], [-2.81314, 2.38204, -1.40636], [-3.62333, -1.67499, -1.94094], [1.29839, -3.07963, 1.24973], [4.94431, 1.41525, 0.18154]],
  "atomic_forces_ev_per_a": [[0.0, 0.0, 0.5], [-0.9, 0.8, 0.0], [0.0, 0.0, 0.1], [0.3, -0.3, -0.2], [-1.2, -0.2, 0.0], [0.1, 0.3, -1.0], [-0.1, -0.3, 0.6], [-0.4, -0.5, -0.8], [0.1, -0.3, -0.6], [-0.3, -0.7, -0.9], [-0.4, 0.4, 0.1], [-0.7, -0.9, 0.8], [-0.1, -0.6, -0.4], [0.1, -0.8, -0.4], [0.4, -0.3, -0.2], [-0.3, -1.4, 2.1], [0.3, 0.0, -1.2], [0.3, -0.6, 0.7], [0.3, 1.8, -0.7], [-1.0, -1.0, -0.5], [0.0, -0.3, 0.5], [0.2, 0.2, 0.0], [-0.3, 0.9, -0.5], [0.2, 0.0, 0.4], [0.7, 0.1, -0.5], [0.4, 1.0, -0.1], [-0.6, 0.2, 0.6], [0.0, 0.4, 0.0], [0.0, -0.4, -0.2], [0.0, 0.0, -0.2], [-0.5, 0.2, 0.7], [0.1, 0.0, 0.1], [0.5, 0.4, 0.0], [-0.1, -0.5, 0.2], [0.7, 0.3, 0.3], [-0.9, 0.5, 0.3], [-0.1, 0.0, 0.1], [0.8, 0.2, -0.4], [0.5, 0.2, -0.4], [0.2, 0.1, 0.0], [0.0, -0.2, -0.1], [-0.1, 0.6, 0.1], [0.3, 0.0, -0.1], [-0.2, -0.1, 0.0], [0.0, -0.1, -0.1], [0.1, 0.2, -0.2], [-0.1, 0.3, 0.5], [0.3, 0.2, 0.1], [0.5, -0.3, 0.5], [0.2, 0.4, 0.0], [-0.1, -0.2, 0.5], [0.0, 0.2, 0.3], [0.2, -0.1, -0.2], [-0.3, 0.0, 0.1], [0.1, 0.1, 0.1], [0.6, 0.0, 0.3], [0.1, -0.1, -0.3], [0.0, 0.0, 0.0], [-0.2, 0.5, -0.2]],
  "gap_ev": [3.766, 7.298],
  "s2": 0.75,
  "homo_energy_ev": [-3.69, -7.22],
  "spin_multiplicity": 2
}



{
  "formula": "C5H3Cl",
  "method": "wB97M-V/def2-TZVPD",
  "elements": ["Cl", "C", "C", "C", "C", "C", "H", "H", "H"],
  "xyz": [[-2.50300, 0.87459, 0.13839], [0.95912, -0.39768, 0.21393], [-1.95251, -0.63151, 0.00952], [1.20699, 0.91185, 0.76357], [1.17124, 0.77004, -0.60152], [-1.33548, -1.75133, -0.11439], [1.49657, 1.56318, 1.50819], [-0.36425, -2.55062, -0.41492], [1.32133, 1.21147, -1.50277]],
  "atomic_forces_ev_per_a": [[-0.6, 0.9, 0.2], [0.9, 1.3, 0.0], [3.8, -7.2, -1.0], [-0.2, -1.9, -4.6], [-0.5, -1.4, 5.5], [0.1, 3.3, -0.6], [0.2, 1.1, 1.7], [-3.9, 2.8, 1.3], [0.3, 1.1, -2.5]],
  "gap_ev": 9.197,
  "homo_energy_ev": -8.47,
  "smiles": "C1=CC=1.C#CCl"
}



{
  "formula": "C5H3Cl3N2",
  "method": "wB97M-V/def2-TZVPD",
  "elements": ["Cl", "Cl", "Cl", "N", "N", "C", "C", "C", "C", "C", "H", "H", "H"],
  "xyz": [[1.32996, -4.88338, -1.75202], [-0.23425, -2.23599, -2.44301], [2.03796, -1.98495, 2.60260], [0.85457, -1.62056, 0.16912], [1.63406, -3.66219, 0.65435], [-0.02937, 0.46120, -0.58263], [0.40802, -0.32160, 0.47035], [0.65281, -2.40841, -0.97799], [1.24146, -3.61908, -0.66916], [1.50028, -2.46474, 1.09470], [0.04792, -0.09202, -1.51414], [-0.46801, 1.36481, -0.30014], [0.54716, 0.08679, 1.53806]],
  "atomic_forces_ev_per_a": [[0.2, -1.1, -0.3], [0.2, 0.7, 0.6], [0.0, 0.5, 0.7], [0.3, -0.4, 1.3], [1.1, -0.7, -1.3], [1.6, -3.6, 2.9], [-0.4, 2.6, -1.3], [0.9, -1.5, 0.7], [-1.1, 1.6, 1.1], [-1.4, 0.4, -1.8], [-0.6, 1.3, -0.3], [-0.5, 1.4, -0.5], [-0.4, -1.2, -1.8]],
  "gap_ev": 9.125,
  "homo_energy_ev": -8.65,
  "smiles": "C=Cn1c(Cl)nc(Cl)c1Cl"
}



{
  "formula": "C5H3ClF2N2",
  "method": "wB97M-V/def2-TZVPD",
  "elements": ["Cl", "F", "F", "N", "N", "C", "C", "C", "C", "C", "H", "H", "H"],
  "xyz": [[2.67832, 1.56245, -0.00097], [1.40615, -2.02234, -0.02600], [3.65349, -0.83839, 0.08221], [0.00290, -0.19161, 0.00556], [-0.18197, 1.11206, -0.06235], [-1.27497, -0.82496, -0.03886], [-1.46625, 1.37196, 0.00692], [-2.20213, 0.16438, 0.11635], [1.30058, -0.69885, -0.05961], [2.52670, -0.12720, -0.07409], [-3.21712, -0.06350, 0.19302], [-1.94945, 2.39929, -0.00014], [-1.27625, -1.84329, -0.14204]],
  "atomic_forces_ev_per_a": [[0.6, -0.7, 0.2], [-0.7, -0.6, -0.1], [-0.9, 0.1, 0.5], [0.7, -1.2, -0.8], [0.8, 2.6, 0.2], [1.9, 1.4, 1.0], [-1.8, 0.5, 0.5], [1.5, -0.3, -0.9], [-7.7, -3.3, 0.5], [6.1, 5.0, -1.1], [-1.4, 0.2, 0.0], [1.3, -1.4, 0.0], [-0.4, -2.3, 0.0]],
  "gap_ev": [6.159, 7.303],
  "s2": 2.01,
  "homo_energy_ev": [-5.33, -9.66],
  "spin_multiplicity": 3
}



no.,energy (eV),M (Da),largest force on an atom (Eh/bohr)
1,-37446.3470,350.4,0.0884
2,-31856.8717,304.4,0.0410
3,-38002.8038,352.4,0.0485
4,-17747.6080,98.5,0.1587
5,-45779.4480,197.5,0.0950
6,-26165.0535,164.5,0.1630